{"formula": "C37H45Cl5GeINO3PTl", "method": "ωB97M-V/def2-TZVPD", "fmax_ha_per_bohr": 0.012, "e_lumo_ev": [-9.9, -9.9], "total_charge": 3, "homo_energy_ha": [-0.5745, -0.6078], "spin_multiplicity": 2, "symbols": ["Tl", "C", "C", "C", "C", "O", "Ge", "O", "C", "C", "C", "C", "O", "C", "C", "C", "C", "H", "H", "H", "H", "H", "H", "H", "H", "H", "H", "H", "H", "H", "H", "H", "H", "H", "H", "H", "H", "H", "H", "H", "H", "H", "H", "H", "I", "C", "C", "C", "C", "C", "C", "C", "C", "C", "P", "C", "C", "C", "C", "C", "C", "C", "C", "C", "C", "C", "C", "C", "H", "H", "H", "H", "H", "H", "H", "H", "H", "H", "H", "H", "H", "H", "H", "H", "Cl", "C", "Cl", "H", "H", "Cl", "C", "Cl", "Cl", "C", "N"], "coordinates": [[-1.1452, 1.1554, -1.5714], [0.6191, 0.1353, 3.7681], [0.4204, 1.5976, 3.3961], [-0.4212, 2.3037, 4.4549], [1.7631, 2.2993, 3.2284], [-0.2893, 1.5834, 2.1427], [-0.7797, 3.0569, 1.2629], [0.3480, 2.9568, -0.1714], [0.9631, 4.1196, -0.7804], [-0.0937, 4.9104, -1.5426], [1.6135, 4.9836, 0.2943], [2.0240, 3.5754, -1.7317], [-2.2338, 2.5093, 0.3443], [-3.6376, 2.5981, 0.6806], [-3.9083, 3.9253, 1.3800], [-3.9941, 1.4254, 1.5831], [-4.3912, 2.5406, -0.6448], [1.1190, 0.0588, 4.7333], [-0.3446, -0.3672, 3.8282], [1.2339, -0.3644, 3.0145], [0.0702, 2.2741, 5.4263], [-0.5631, 3.3537, 4.1812], [-1.3995, 1.8298, 4.5426], [2.3398, 2.2494, 4.1512], [2.3423, 1.8376, 2.4253], [1.6127, 3.3540, 2.9821], [-0.8448, 5.3048, -0.8530], [0.3571, 5.7509, -2.0683], [-0.5964, 4.2746, -2.2755], [0.8561, 5.3418, 0.9997], [2.3654, 4.4154, 0.8439], [2.0911, 5.8560, -0.1489], [1.5649, 2.9342, -2.4888], [2.5302, 4.3955, -2.2387], [2.7699, 3.0022, -1.1751], [-3.3204, 3.9968, 2.3005], [-3.6480, 4.7631, 0.7312], [-4.9608, 4.0065, 1.6456], [-3.4140, 1.4706, 2.5075], [-5.0524, 1.4498, 1.8400], [-3.7750, 0.4811, 1.0802], [-4.0666, 3.3578, -1.2918], [-4.2112, 1.5876, -1.1482], [-5.4633, 2.6409, -0.4799], [2.2290, -0.1845, -0.4740], [4.0943, -1.2599, -0.4648], [5.2672, -0.5755, -0.4920], [6.4634, -1.3265, -0.5092], [6.4235, -2.6917, -0.5140], [5.1904, -3.3904, -0.4914], [5.1236, -4.8039, -0.5069], [3.9270, -5.4697, -0.4787], [2.7232, -4.7495, -0.4288], [2.7543, -3.3712, -0.4098], [1.1930, -2.5180, -0.3246], [0.3426, -2.7487, 1.1896], [-0.9999, -2.3471, 1.2859], [-1.6857, -2.5926, 2.4580], [-1.0413, -3.2182, 3.5231], [0.2993, -3.5816, 3.4374], [1.0050, -3.3432, 2.2736], [0.1547, -2.7321, -1.7446], [-0.9011, -3.6466, -1.6348], [-1.6118, -3.9874, -2.7732], [-1.2873, -3.4175, -3.9973], [-0.2433, -2.5028, -4.0988], [0.4877, -2.1614, -2.9769], [3.9749, -2.6583, -0.4526], [5.3101, 0.5053, -0.5066], [7.4081, -0.8012, -0.5257], [7.3424, -3.2633, -0.5360], [6.0527, -5.3587, -0.5503], [3.9001, -6.5503, -0.4915], [1.7790, -5.2819, -0.4047], [-1.4949, -1.8673, 0.4490], [-2.7244, -2.3021, 2.5442], [-1.5903, -3.4226, 4.4332], [0.7909, -4.0537, 4.2769], [2.0450, -3.6329, 2.1957], [-1.1597, -4.0924, -0.6830], [-2.4200, -4.7033, -2.7040], [-1.8484, -3.6919, -4.8807], [0.0100, -2.0662, -5.0552], [1.3120, -1.4656, -3.0675], [0.5984, 1.0590, -4.7148], [-0.7966, 1.7549, -5.5622], [-1.9841, 2.4629, -4.4468], [-1.2877, 0.9656, -6.1174], [-0.4373, 2.5414, -6.2148], [-6.3517, -1.7382, 0.1720], [-5.5567, -2.2359, -1.3305], [-5.3535, -3.9911, -1.3660], [-6.4588, -1.6783, -2.7364], [-4.2279, -1.6154, -1.3546], [-3.1887, -1.1302, -1.3754]], "forces_ev_per_angstrom": [[-0.15, 0.06, 0.00], [0.01, 0.08, -0.08], [0.16, 0.05, 0.36], [-0.01, -0.04, -0.19], [-0.13, -0.02, -0.08], [-0.22, 0.06, -0.26], [0.14, -0.22, -0.16], [-0.17, -0.16, 0.31], [0.19, 0.28, -0.18], [0.00, -0.14, 0.14], [-0.12, -0.16, 0.01], [-0.19, -0.02, 0.09], [0.48, -0.06, -0.37], [-0.44, 0.13, 0.21], [0.18, -0.08, -0.06], [0.12, 0.05, -0.03], [0.19, 0.04, 0.11], [0.01, -0.03, -0.01], [-0.03, -0.02, 0.02], [0.01, -0.04, 0.01], [0.00, 0.02, 0.01], [-0.01, 0.02, 0.06], [0.00, 0.00, 0.02], [0.02, 0.03, -0.01], [0.01, -0.02, 0.01], [0.05, 0.02, 0.03], [-0.02, 0.02, -0.04], [-0.02, 0.02, -0.01], [0.00, 0.02, -0.05], [0.05, 0.07, 0.00], [0.00, 0.02, 0.00], [0.01, 0.02, 0.00], [0.03, 0.00, -0.04], [0.04, -0.03, -0.03], [0.04, 0.03, 0.00], [-0.07, 0.02, 0.04], [-0.02, 0.01, 0.01], [-0.01, 0.03, 0.02], [-0.02, -0.02, 0.00], [-0.02, -0.02, 0.00], [-0.02, -0.04, -0.01], [-0.04, -0.01, -0.01], [-0.03, -0.07, -0.04], [-0.01, -0.03, -0.01], [0.21, -0.46, 0.23], [-0.20, 0.34, -0.03], [-0.04, 0.04, -0.01], [0.05, -0.07, 0.00], [-0.01, 0.02, -0.01], [-0.08, 0.09, 0.02], [0.01, -0.02, -0.01], [0.02, -0.02, 0.01], [0.02, 0.07, -0.02], [-0.13, 0.17, 0.00], [0.02, -0.09, -0.05], [0.07, 0.11, -0.16], [0.02, 0.03, 0.05], [-0.03, 0.02, -0.04], [0.02, -0.01, -0.01], [0.00, 0.01, 0.02], [-0.03, 0.00, -0.01], [0.08, 0.12, 0.19], [-0.04, -0.01, -0.03], [-0.03, -0.03, -0.03], [-0.01, -0.02, 0.06], [0.03, 0.03, 0.01], [-0.02, -0.07, -0.06], [0.04, -0.14, 0.01], [0.00, 0.00, 0.01], [0.00, 0.00, 0.00], [0.00, 0.01, 0.00], [-0.01, -0.02, 0.02], [0.00, 0.00, -0.01], [0.01, -0.03, 0.00], [-0.03, 0.01, 0.02], [0.01, -0.01, 0.02], [0.00, 0.01, 0.01], [-0.02, -0.01, 0.00], [0.00, 0.00, 0.01], [0.02, -0.02, -0.05], [0.01, 0.02, 0.00], [0.00, 0.00, -0.01], [0.00, 0.00, 0.00], [0.02, 0.00, -0.02], [0.03, 0.01, 0.06], [-0.09, 0.05, -0.09], [0.03, -0.01, 0.01], [0.00, 0.00, -0.01], [0.01, 0.01, 0.02], [0.05, -0.01, -0.08], [-0.26, 0.00, 0.07], [0.05, 0.00, -0.01], [0.05, -0.01, 0.04], [0.11, 0.03, -0.06], [0.03, 0.01, 0.08]]}